(1)
The following is a DFT calculation (the ωB97M-V functional and the def2-TZVPD basis) of a structure of composition C3H2FLuO2 at a distorted geometry.

## Properties
**E_tot**: -1601.053725 Ha
**Spin multiplicity**: 2
**ΔE to the lowest compared entry with this formula, charge and spin**: 0.00 kJ/mol
**Maximum force**: 0.0967 Eh/bohr
**Net charge**: +1
**<S²>**: 0.7505

XYZ file:
```
9
Properties=species:S:1:pos:R:3:forces:R:3
O 0.2875 -2.0029 -0.4574 0.95 2.07 0.01
C 0.7116 -0.8667 -0.2803 -3.44 -2.50 -0.03
O 1.9373 -0.5226 -0.1686 3.78 3.18 0.61
C -1.6007 0.1442 0.0789 0.38 0.23 -0.19
C -0.2845 0.2393 -0.0091 -1.02 -1.45 -0.22
H -2.2068 0.9542 0.4839 0.15 -0.15 -0.31
H -2.0775 -0.7592 -0.2960 0.19 0.10 0.36
F 0.3344 1.4179 0.3419 1.31 1.28 0.44
Lu 2.8986 1.3959 0.3067 -2.29 -2.76 -0.67
```
Forces are in eV/Å.

These are the Mulliken partial charges, in e, on atoms 1 to 8:
1. O -0.518
2. C 0.683
3. O -0.560
4. C -0.668
5. C 0.375
6. H 0.286
7. H 0.301
8. F -0.233

---

(2)
The following is a DFT calculation (the ωB97M-V functional and the def2-TZVPD basis) of the molecule C5H8ClN at a distorted geometry.

## Properties
**SMILES**: C=C(Cl)N=C(C)C
**E_tot**: -710.233356 Ha
**Spin multiplicity**: 1
**ΔE to the lowest compared entry with this formula, charge and spin**: 49.91 kJ/mol
**Maximum force**: 0.0244 Eh/bohr

XYZ file:
```
15
Properties=species:S:1:pos:R:3:forces:R:3
C -2.6724 -1.7274 0.3086 0.00 0.22 0.06
C -1.9613 -0.6646 -0.0571 -1.15 -0.01 0.35
Cl -2.8201 0.8744 -0.2694 -0.03 -0.01 -0.05
N -0.6505 -0.7369 -0.3686 1.11 -0.35 -0.47
C 0.2709 0.1223 -0.2291 -0.08 -0.04 0.06
C 1.6254 -0.2452 -0.7404 0.02 -0.12 -0.06
C 0.1528 1.4693 0.4177 -0.17 0.06 0.08
H -3.7190 -1.6594 0.5357 -0.18 0.11 0.07
H -2.1892 -2.6821 0.4062 0.18 -0.16 -0.08
H 2.3278 -0.3113 0.0893 0.12 0.05 0.07
H 1.9850 0.5255 -1.4202 0.10 0.10 -0.04
H 1.5887 -1.1999 -1.2557 0.00 -0.02 -0.02
H -0.2257 2.1856 -0.3115 0.01 0.09 0.01
H 1.1233 1.8127 0.7658 0.08 0.00 0.01
H -0.5470 1.4448 1.2498 0.00 0.07 0.01
```
Forces are in eV/Å.

These are the Mulliken partial charges, in e, on atoms 1 to 8:
1. C -0.820
2. C 0.416
3. Cl -0.221
4. N -0.448
5. C 1.065
6. C -1.174
7. C -1.474
8. H 0.286

---

(3)
The following is a DFT calculation (the ωB97M-V functional and the def2-TZVPD basis) of a cluster of 2 separate species, C4H9FSi in total at a distorted geometry.

## Properties
**E_tot**: -547.026847 Ha
**Spin multiplicity**: 1
**ΔE to the lowest compared entry with this formula, charge and spin**: 395.14 kJ/mol
**Maximum force**: 0.0738 Eh/bohr

XYZ file:
```
15
Properties=species:S:1:pos:R:3:forces:R:3
C 2.3704 0.7810 -0.3844 -0.70 -1.22 0.96
C 1.5216 -0.2107 -0.1666 -1.07 0.38 0.32
C -1.2547 1.3692 -0.0496 0.79 -2.97 -0.81
C -0.9986 -1.6567 1.1110 1.00 0.52 -0.81
F -0.8339 -0.1978 -2.9141 0.23 -0.04 1.64
Si -0.2356 -0.1278 0.2819 -1.12 -0.13 -1.15
H 3.3998 0.6035 -0.4703 1.27 -0.14 -0.60
H 2.0408 1.7446 -0.2128 -0.43 2.12 -0.15
H 1.8210 -1.2088 -0.2028 0.92 -1.58 -0.20
H -0.7595 1.8769 -0.7969 1.32 1.08 -1.91
H -2.1401 1.0239 -0.5270 -0.97 -0.42 -0.27
H -1.4416 2.0340 0.6775 -0.85 2.11 3.04
H -0.9697 -1.8116 2.1815 0.39 0.39 0.28
H -2.0268 -1.7222 0.8346 -0.84 0.11 -0.38
H -0.4931 -2.4973 0.6379 0.06 -0.21 0.03
```
Forces are in eV/Å.

These are the Mulliken partial charges, in e, on atoms 1 to 8:
1. C -0.573
2. C -0.161
3. C -1.140
4. C -1.034
5. F -0.799
6. Si 0.614
7. H 0.286
8. H 0.259

---

(4)
The following is a DFT calculation (the ωB97M-V functional and the def2-TZVPD basis) of the molecule C6H10N2O at a distorted geometry.

## Properties
**SMILES**: C=C(N)/C(C)=C(\N)C=O
**E_tot**: -419.303975 Ha
**Spin multiplicity**: 1
**ΔE to the lowest compared entry with this formula, charge and spin**: 216.66 kJ/mol
**Maximum force**: 0.0724 Eh/bohr

XYZ file:
```
19
Properties=species:S:1:pos:R:3:forces:R:3
C -1.6114 0.5853 -1.4655 0.07 -0.24 -0.04
C -0.3538 0.6393 -1.0191 -0.10 -0.13 -0.06
N 0.7257 1.0133 -1.8039 0.11 0.12 -0.05
C 0.0186 0.2070 0.3644 -1.96 -0.14 -0.60
C -0.0331 1.3156 1.3714 0.44 -0.17 0.35
C 0.0580 -1.1323 0.6313 2.83 2.42 0.09
N 0.0253 -2.0811 -0.3675 -0.03 -0.15 0.39
C 1.1280 -1.3332 1.6936 -2.28 -2.61 1.33
O 1.3195 -0.7822 2.7512 0.26 0.52 -0.64
H -2.3909 0.1659 -0.8547 -0.12 0.05 0.20
H -1.8759 0.8730 -2.4704 0.01 0.13 -0.18
H 0.4995 1.5194 -2.6463 0.08 0.02 0.04
H 1.5286 1.3710 -1.3121 -0.01 0.02 -0.05
H 0.8027 2.0019 1.2214 0.02 0.16 0.09
H -0.0028 0.9401 2.3886 0.12 0.10 -0.05
H -0.9556 1.8838 1.2497 -0.02 -0.02 -0.21
H -0.0102 -3.0404 -0.0597 -0.24 0.08 -0.42
H -0.4076 -1.7876 -1.2334 -0.09 -0.45 0.19
H 1.5353 -2.3587 1.5611 0.93 0.29 -0.40
```
Forces are in eV/Å.

These are the Mulliken partial charges, in e, on atoms 1 to 8:
1. C -1.036
2. C 0.247
3. N -0.448
4. C 0.296
5. C -1.285
6. C 0.463
7. N -0.477
8. C -0.219

---

(5)
The following is a DFT calculation (the ωB97M-V functional and the def2-TZVPD basis) of a cluster of 2 separate species, C5H9NO4 in total at a distorted geometry.

## Properties
**E_tot**: -551.368512 Ha
**Spin multiplicity**: 1
**ΔE to the lowest compared entry with this formula, charge and spin**: 843.53 kJ/mol
**Maximum force**: 0.0734 Eh/bohr

XYZ file:
```
19
Properties=species:S:1:pos:R:3:forces:R:3
C 1.5565 1.9383 -0.4215 0.29 0.58 0.66
C 0.8429 0.8135 -1.0620 1.22 -1.56 -2.95
C 1.3441 0.1509 -2.1582 -0.50 1.19 2.25
C -0.5011 0.4552 -0.5788 0.21 -0.45 1.21
C -0.4925 -0.6557 0.6166 2.49 1.81 -0.17
O -1.7229 -0.4852 1.0216 -1.55 -1.61 0.60
O -0.9156 -2.8353 3.2118 -3.61 0.96 0.55
N -2.1005 -2.5226 3.3978 1.21 -2.20 1.61
O -2.9569 -2.9618 4.1620 2.42 1.26 -2.19
O -1.2339 -0.2627 -1.5010 -1.07 0.33 -1.30
H 0.9775 2.3085 0.4354 0.27 0.03 -0.13
H 2.5504 1.6518 -0.0766 -0.06 -0.10 0.15
H 1.7267 2.7734 -1.1031 -0.21 0.00 -0.06
H 0.8714 -0.6987 -2.6043 -0.42 -0.16 -0.11
H 2.3006 0.4282 -2.5494 0.45 0.18 -0.18
H -1.0043 1.3692 -0.1861 0.08 -0.67 -0.16
H 0.0511 -1.5965 0.2297 -1.64 0.77 0.36
H 0.1495 -0.2060 1.4006 0.39 -0.07 -0.16
H -1.4431 0.3353 -2.2345 0.04 -0.32 0.01
```
Forces are in eV/Å.

These are the Mulliken partial charges, in e, on atoms 1 to 8:
1. C -1.369
2. C 0.699
3. C -1.112
4. C 0.005
5. C -0.268
6. O -0.386
7. O -0.296
8. N 0.651

---

(6)
The following is a DFT calculation (the ωB97M-V functional and the def2-TZVPD basis) of a structure of composition C30H45BrO2P2Pt at a distorted geometry.

## Properties
**E_tot**: -4695.753355 Ha
**Spin multiplicity**: 5
**ΔE to the lowest compared entry with this formula, charge and spin**: 378.97 kJ/mol
**Maximum force**: 0.1154 Eh/bohr
**Net charge**: +2
**<S²>**: 6.0341

XYZ file:
```
81
Properties=species:S:1:pos:R:3:forces:R:3
Pt 1.3030 -1.9907 -2.6747 -0.10 1.44 3.01
C -1.1435 -1.1035 0.7143 0.86 0.74 -0.25
C -0.7983 -2.0093 -0.2913 1.69 0.42 0.64
C 1.1504 -1.3688 0.8645 -0.29 -0.41 -0.51
C 0.0458 -0.7041 1.4010 -1.90 -0.05 -0.22
C 0.6897 -2.2340 -0.2860 -0.91 0.59 -0.24
C -2.4965 -0.5281 0.9130 -0.49 -0.03 0.34
H -3.1633 -0.8107 0.0910 0.04 -0.07 0.29
H -2.4490 0.5629 0.9212 0.10 -0.42 0.36
H -2.9704 -0.8267 1.8566 0.14 -0.11 -0.15
C -0.0167 0.1792 2.5831 -0.11 0.45 0.61
H -0.9880 0.1486 3.0822 -0.02 -0.28 -0.16
H 0.1128 1.2336 2.3395 0.18 0.07 -0.31
H 0.7288 -0.0342 3.3463 0.19 -0.11 -0.10
C 2.4458 -1.3870 1.5730 0.50 -0.69 0.07
H 2.3226 -1.4563 2.6664 -0.23 0.03 -0.35
H 3.0508 -0.4905 1.4264 -0.17 0.08 -0.31
H 3.0364 -2.2552 1.2699 0.09 0.20 -0.06
C 0.9087 -3.6994 -0.0143 0.44 -1.42 0.05
H 0.1104 -4.2236 0.5498 0.10 0.55 -0.24
H 1.8014 -3.9063 0.5738 0.24 0.12 -0.25
H 1.0073 -4.2047 -0.9652 0.11 -0.71 -0.04
C -1.6808 -2.8031 -1.1407 -0.26 -0.40 -0.96
H -2.1745 -3.6358 -0.6065 0.14 0.40 -0.15
H -1.0802 -3.2124 -1.9592 -0.10 -0.34 0.11
H -2.4386 -2.2041 -1.6523 -0.23 -0.06 0.37
C -0.9075 2.4027 -1.1049 -1.69 0.21 -0.58
C -2.0968 1.6998 -1.1168 0.14 0.84 0.68
C -2.7859 0.8599 -2.1511 0.07 2.31 -1.84
C -2.2374 1.2318 -3.5527 -0.12 0.32 0.08
C -0.7996 0.7334 -3.6753 1.77 -1.30 -0.87
C 0.3982 0.9278 -2.7791 -1.08 -5.31 0.00
C 1.0252 2.0495 -2.3098 1.96 3.78 0.03
C -0.0443 3.0766 -2.1912 1.25 -0.29 -0.03
H -3.8636 1.0487 -2.2026 0.07 0.25 0.42
H -2.3201 2.3197 -3.8196 -0.12 -0.88 0.67
H -2.7353 -0.2043 -1.9904 0.51 -0.37 0.27
H -0.4012 3.2251 -3.2225 -0.82 0.02 0.62
H -0.4788 2.6067 -0.1276 -0.53 0.43 0.03
H -2.7480 1.8221 -0.2283 1.11 -0.31 -0.24
H 0.4062 4.0251 -1.9052 -0.48 0.17 0.55
H 1.4058 1.8236 -0.7589 1.29 -0.05 1.18
H 0.8936 -0.1018 -2.3986 -1.09 1.48 -0.33
H 2.1031 2.2837 -2.5269 -0.97 -0.03 0.11
H -2.8425 0.6973 -4.3014 0.33 0.08 0.09
H -0.8384 -0.3882 -3.4901 -0.32 0.89 -1.51
P -0.0655 1.2476 -5.4099 -1.94 1.44 -0.28
C -0.0864 3.0749 -5.8018 0.16 0.50 0.48
C -1.1106 0.8042 -6.8350 0.14 -0.72 -0.32
P 1.9139 -1.1134 -4.6017 1.44 1.01 -5.67
C 1.5980 0.6947 -5.4956 0.35 -0.94 1.14
C 1.1618 -1.9519 -6.0806 -0.13 -0.46 0.14
C 3.6172 -1.0065 -5.4883 -0.13 -0.44 0.86
H 0.7946 3.6257 -5.4418 -0.22 -0.33 0.18
H -0.9807 3.6023 -5.4296 0.23 -0.40 0.04
H -0.1088 3.2305 -6.8977 0.10 -0.48 0.54
H -0.8544 1.4383 -7.6986 0.08 -0.32 0.39
H -2.1722 0.9828 -6.6230 0.28 -0.05 0.19
H -0.9730 -0.2403 -7.1181 -0.19 0.01 0.01
H 3.4463 -0.6506 -6.5162 -0.07 -0.28 0.48
H 4.0620 -2.0062 -5.5378 0.01 0.21 0.13
H 4.3139 -0.3108 -5.0089 -0.15 -0.24 0.11
H 2.3008 1.4208 -5.0735 -0.33 0.02 0.23
H 1.8512 0.6444 -6.5673 0.00 -0.47 0.46
H 1.6611 -2.9202 -6.1826 -0.20 -0.03 0.04
H 1.3286 -1.4061 -7.0184 0.04 -0.09 0.35
H 0.0915 -2.1308 -5.9644 0.03 -0.07 0.08
Br 0.0025 4.4514 1.8013 0.03 0.17 0.22
C 1.3194 3.5747 2.8440 0.83 -0.79 0.13
C 1.2719 3.6387 4.2318 -0.36 0.41 0.48
C 2.1529 2.8914 5.0173 0.66 -0.59 -0.95
C 3.0858 2.0420 4.3777 -0.50 0.24 0.14
C 3.1427 1.9866 2.9861 -0.05 0.25 -0.44
C 2.2874 2.7697 2.2071 -0.55 0.68 0.69
C 2.3459 2.8302 0.7137 1.03 1.12 -0.74
O 2.7939 3.7904 0.0999 -1.15 -2.01 0.61
O 1.8497 1.6846 0.1809 -0.66 0.32 -0.54
H 0.5411 4.3042 4.7136 0.34 -0.41 -0.26
H 2.1397 2.9434 6.1030 -0.13 0.08 -0.25
H 3.7567 1.4111 4.9582 -0.13 0.25 -0.05
H 3.8617 1.3642 2.4427 -0.11 0.19 0.49
```
Forces are in eV/Å.

These are the Mulliken partial charges, in e, on atoms 1 to 8:
1. Pt 0.175
2. C 0.124
3. C 1.064
4. C 0.247
5. C 1.484
6. C 0.474
7. C -2.275
8. H 0.462